{
  "formula": "C67H48N2O12S",
  "method": "the ωB97M-V functional and the def2-TZVPD basis",
  "symbols": ["C", "C", "O", "O", "C", "C", "C", "O", "C", "N", "C", "S", "C", "N", "C", "C", "C", "O", "H", "H", "H", "H", "H", "H", "H", "H", "H", "H", "H", "H", "H", "H", "H", "H", "O", "C", "C", "C", "C", "C", "C", "C", "C", "O", "C", "C", "C", "C", "C", "C", "H", "H", "H", "H", "H", "H", "H", "H", "O", "C", "C", "C", "C", "C", "C", "C", "C", "O", "C", "C", "C", "C", "C", "C", "H", "H", "H", "H", "H", "H", "H", "H", "O", "C", "C", "C", "C", "C", "C", "C", "C", "O", "C", "C", "C", "C", "C", "C", "H", "H", "H", "H", "H", "H", "H", "H", "O", "C", "C", "C", "C", "C", "C", "C", "C", "O", "C", "C", "C", "C", "C", "C", "H", "H", "H", "H", "H", "H", "H", "H"],
  "xyz": [[0.337, 7.609, -3.146], [1.392, 6.788, -4.121], [2.175, 7.541, -4.934], [1.492, 5.321, -4.192], [0.127, 4.697, -4.203], [-0.833, 5.280, -5.397], [-2.181, 4.401, -5.704], [-2.700, 4.848, -7.022], [-1.877, 2.768, -5.888], [-1.558, 1.491, -5.938], [-3.366, 4.518, -4.581], [-2.915, 3.322, -3.160], [-4.745, 3.902, -5.239], [-5.934, 3.763, -5.777], [-3.533, 5.988, -3.882], [-3.839, 7.228, -4.905], [-4.161, 8.551, -3.934], [-5.021, 7.063, -5.763], [-0.543, 8.038, -3.806], [0.866, 8.472, -2.543], [-0.148, 6.882, -2.362], [-0.384, 4.803, -3.152], [0.338, 3.534, -4.374], [-1.128, 6.402, -5.247], [-0.179, 5.244, -6.395], [-2.442, 5.832, -7.058], [-4.204, 2.994, -2.627], [-2.529, 6.257, -3.297], [-4.368, 5.899, -3.048], [-2.945, 7.555, -5.585], [-5.183, 8.279, -3.384], [-3.357, 8.684, -3.087], [-4.372, 9.516, -4.561], [-5.781, 6.711, -5.211], [1.646, -3.575, -0.002], [0.961, -2.575, -0.176], [0.849, -1.551, 0.883], [1.548, -1.718, 2.086], [1.479, -0.737, 3.075], [0.715, 0.411, 2.868], [0.003, 0.571, 1.678], [0.065, -0.415, 0.686], [-0.705, -0.246, -0.562], [-1.436, 0.726, -0.712], [-0.577, -1.258, -1.628], [-1.276, -1.089, -2.831], [-1.135, -2.023, -3.858], [-0.299, -3.126, -3.688], [0.387, -3.305, -2.485], [0.243, -2.371, -1.450], [2.151, -2.609, 2.252], [2.026, -0.866, 4.007], [0.671, 1.182, 3.634], [-0.595, 1.468, 1.526], [-1.927, -0.228, -2.973], [-1.675, -1.888, -4.793], [-0.182, -3.850, -4.492], [1.036, -4.170, -2.359], [8.617, -6.798, 0.422], [7.634, -6.681, -0.298], [7.637, -7.240, -1.665], [8.766, -7.927, -2.131], [8.762, -8.493, -3.406], [7.634, -8.377, -4.218], [6.515, -7.678, -3.763], [6.519, -7.103, -2.487], [5.337, -6.350, -2.021], [4.376, -6.183, -2.763], [5.326, -5.808, -0.647], [4.195, -5.123, -0.183], [4.162, -4.637, 1.125], [5.254, -4.832, 1.970], [6.387, -5.502, 1.504], [6.426, -5.986, 0.190], [9.648, -8.026, -1.500], [9.637, -9.030, -3.765], [7.626, -8.829, -5.208], [5.640, -7.587, -4.405], [3.337, -4.971, -0.835], [3.282, -4.109, 1.485], [5.224, -4.461, 2.992], [7.237, -5.647, 2.170], [7.417, -5.503, 9.766], [6.434, -5.386, 9.046], [6.437, -5.945, 7.679], [7.566, -6.632, 7.213], [7.562, -7.198, 5.937], [6.434, -7.082, 5.125], [5.315, -6.383, 5.581], [5.319, -5.808, 6.857], [4.137, -5.055, 7.323], [3.176, -4.888, 6.581], [4.126, -4.513, 8.696], [2.995, -3.828, 9.161], [2.962, -3.342, 10.469], [4.054, -3.537, 11.314], [5.187, -4.207, 10.848], [5.226, -4.691, 9.534], [8.448, -6.731, 7.843], [8.437, -7.735, 5.579], [6.426, -7.534, 4.136], [4.440, -6.292, 4.939], [2.137, -3.676, 8.509], [2.082, -2.814, 10.829], [4.024, -3.166, 12.336], [6.037, -4.352, 11.514], [-10.279, 4.285, 1.899], [-9.623, 4.548, 0.898], [-9.698, 5.890, 0.286], [-10.510, 6.873, 0.867], [-10.555, 8.155, 0.317], [-9.792, 8.460, -0.810], [-8.996, 7.477, -1.401], [-8.954, 6.188, -0.855], [-8.123, 5.150, -1.497], [-7.512, 5.396, -2.531], [-8.032, 3.814, -0.874], [-7.218, 2.833, -1.455], [-7.100, 1.579, -0.854], [-7.791, 1.302, 0.325], [-8.614, 2.273, 0.898], [-8.739, 3.531, 0.294], [-11.104, 6.645, 1.749], [-11.183, 8.919, 0.772], [-9.817, 9.462, -1.231], [-8.407, 7.720, -2.283], [-6.672, 3.044, -2.373], [-6.464, 0.819, -1.304], [-7.691, 0.327, 0.798], [-9.153, 2.048, 1.817]],
  "atomic_forces_ev_per_a": [[-0.32, -1.06, 0.25], [3.59, 3.67, -4.10], [-4.91, -5.29, 5.40], [-2.52, 3.36, 0.04], [-0.50, -1.04, 0.37], [1.11, -0.65, -0.69], [-0.15, -0.69, -1.07], [1.47, 1.30, 2.35], [2.76, -8.75, -0.08], [-3.05, 12.25, 0.38], [-1.15, -0.87, 0.11], [-1.44, 0.04, 0.07], [-8.28, 0.97, -3.84], [11.16, 0.98, 5.17], [0.11, 0.32, -0.35], [-0.99, 1.74, 1.41], [-0.81, -1.00, 0.37], [0.80, -0.68, 1.66], [2.02, -0.76, 1.25], [-0.86, -1.85, -1.64], [0.97, 1.35, -1.49], [1.00, -0.11, -2.00], [-0.49, 2.69, 0.26], [0.41, -2.22, -0.07], [-1.50, -0.04, 2.13], [-0.74, -2.12, -0.12], [1.56, 0.74, -0.97], [-2.05, -0.83, -1.34], [1.55, 0.22, -1.92], [-1.66, -1.04, 1.08], [2.15, 0.61, -1.09], [-1.43, -0.02, -1.80], [0.72, -1.90, 1.19], [1.38, 0.51, -0.79], [-0.54, 0.60, -0.08], [0.65, -1.04, 0.06], [0.17, 0.18, 0.58], [-0.04, 0.27, 0.19], [-0.02, -0.19, -0.29], [-0.15, -0.08, -0.35], [0.17, -0.03, 0.29], [0.19, 0.23, 0.58], [-0.85, 1.08, -0.29], [0.38, -0.48, 0.12], [-0.20, -0.14, -0.58], [0.04, -0.18, -0.18], [0.02, 0.15, 0.29], [0.12, 0.06, 0.38], [-0.14, 0.02, -0.25], [-0.07, -0.23, -0.57], [-0.24, 0.24, -0.15], [-0.10, 0.00, -0.18], [-0.01, -0.14, -0.15], [0.09, -0.30, -0.12], [0.22, -0.14, 0.15], [0.11, 0.03, 0.19], [0.00, 0.13, 0.18], [-0.13, 0.25, 0.12], [-0.51, 0.03, -0.39], [1.09, -0.09, 0.87], [0.30, -0.32, -0.48], [-0.02, -0.14, -0.29], [-0.10, 0.17, 0.31], [-0.24, 0.21, 0.22], [0.26, -0.18, -0.13], [0.32, -0.37, -0.44], [-1.22, 0.24, -0.84], [0.59, -0.12, 0.41], [-0.31, 0.34, 0.49], [0.00, 0.04, 0.17], [0.15, -0.13, -0.12], [0.29, -0.24, -0.30], [-0.24, 0.14, 0.13], [-0.26, 0.25, 0.49], [-0.31, 0.11, -0.02], [-0.16, 0.11, 0.09], [-0.01, 0.10, 0.18], [0.14, 0.09, 0.29], [0.32, -0.11, 0.14], [0.26, -0.25, -0.24], [0.04, -0.07, -0.16], [-0.10, -0.02, -0.30], [-0.60, 0.08, -0.42], [1.21, -0.17, 0.84], [0.30, -0.32, -0.45], [-0.02, -0.13, -0.28], [-0.09, 0.17, 0.31], [-0.23, 0.21, 0.19], [0.26, -0.16, -0.13], [0.29, -0.34, -0.42], [-1.14, 0.16, -0.91], [0.56, -0.06, 0.43], [-0.32, 0.33, 0.47], [0.00, 0.10, 0.31], [0.11, -0.17, -0.32], [0.27, -0.19, -0.24], [-0.27, 0.17, 0.13], [-0.35, 0.31, 0.51], [-0.31, 0.11, -0.02], [-0.16, 0.11, 0.08], [-0.02, 0.10, 0.16], [0.13, 0.07, 0.27], [0.30, -0.14, 0.03], [0.16, -0.11, -0.09], [0.03, -0.08, -0.20], [-0.12, -0.04, -0.32], [0.41, 0.17, -0.62], [-0.82, -0.32, 1.22], [-0.24, 0.61, 0.00], [0.01, 0.28, -0.12], [0.09, -0.35, 0.06], [0.17, -0.33, -0.08], [-0.18, 0.25, 0.14], [-0.21, 0.58, 0.03], [0.68, 0.27, -1.16], [-0.19, -0.08, 0.55], [0.26, -0.56, -0.03], [0.05, -0.28, 0.20], [-0.07, 0.35, -0.08], [-0.21, 0.34, 0.07], [0.20, -0.24, -0.14], [0.28, -0.61, 0.02], [0.23, -0.11, -0.21], [0.11, -0.16, -0.07], [0.01, -0.20, 0.06], [-0.12, -0.23, 0.20], [-0.24, 0.12, 0.15], [-0.12, 0.15, 0.07], [-0.04, 0.20, -0.08], [0.05, 0.22, -0.25]],
  "mulliken_charge": [-0.531, 0.559, -0.543, -0.340, -0.260, -0.365, 0.992, -0.557, -0.341, -0.565, 0.776, -0.071, -0.104, -0.614, -0.389, 0.240, -0.897, -0.530, 0.084, 0.362, 0.196, 0.153, 0.250, 0.049, 0.329, 0.432, 0.116, -0.004, 0.333, 0.187, 0.124, 0.251, 0.312, 0.366, -0.742, 0.290, 0.413, -0.226, -0.755, -0.474, -0.628, 0.233, 0.577, -0.758, 0.240, -0.506, -0.595, -0.646, -0.549, 0.516, 0.422, 0.460, 0.382, 0.484, 0.534, 0.401, 0.422, 0.479, -0.691, 0.705, 0.121, -0.529, -0.475, -0.475, -0.498, 0.064, 0.576, -0.708, 0.332, -1.014, -0.048, -0.580, -0.940, 0.350, 0.450, 0.389, 0.395, 0.446, 0.808, 0.213, 0.574, 0.571, -0.675, 0.618, 0.250, -0.611, -0.626, -0.429, -0.621, 0.246, 0.549, -0.702, 0.188, -0.562, -0.472, -0.446, -0.557, 0.196, 0.463, 0.402, 0.527, 0.559, 0.468, 0.393, 0.393, 0.454, -0.681, 0.570, 0.276, -0.594, -0.452, -0.559, -0.471, 0.169, 0.500, -0.708, -0.042, -0.389, -0.688, -0.444, -0.661, 0.405, 0.454, 0.390, 0.401, 0.472, 0.713, 0.477, 0.390, 0.459],
  "orbital_gap_ev": 8.3,
  "relative_energy_kcal_mol": 192.1,
  "smiles": "CC(=O)OCC[C@@](O)(C#N)[C@](S)(C#N)C[C@H](C)O.O=C1c2ccccc2C(=O)c2ccccc21.O=C1c2ccccc2C(=O)c2ccccc21.O=C1c2ccccc2C(=O)c2ccccc21.O=C1c2ccccc2C(=O)c2ccccc21",
  "max_force_ev_per_a": 12.633,
  "lumo_energy_ev": -1.32
}